# 1
103
Properties=species:S:1:pos:R:3:forces:R:3 method="wB97M-V/def2-TZVPD" charge=0 gap_ev=6.646 lumo_ev=-1.91 max_force_ev_per_a=7.059
Br 5.264654 -5.597970 2.287728 -0.6 1.0 -1.3
Br 2.457399 -6.826930 3.092477 -0.8 0.9 -1.0
S 0.533692 -9.586932 -0.705757 -0.4 5.2 0.2
P -1.551434 -2.921511 -2.149202 0.0 -0.8 -0.4
F -3.454372 5.543427 7.259000 0.8 0.8 -0.3
F 3.281794 8.544740 4.819649 1.4 1.4 -1.0
F -2.601104 7.058712 8.575330 0.2 -0.2 -1.3
F -0.190473 -5.430100 -11.696109 -1.0 0.4 0.6
F -3.857055 7.656010 6.897707 1.3 -0.8 0.0
F -2.242758 -6.092861 -12.021313 0.4 0.9 0.8
F -1.690025 -4.023735 -12.423556 0.1 -0.8 1.3
F 5.142663 9.210207 5.737752 -0.7 0.5 -1.3
F 3.467140 10.592823 5.546205 0.6 -0.6 -0.9
O -1.415858 -6.388204 -4.388581 0.0 3.8 3.4
O 5.815172 10.338473 3.260545 -2.7 -0.8 1.2
O -0.589656 6.193973 6.956454 -2.0 0.6 -0.4
O -2.004809 -7.462253 -4.876497 -2.8 -4.0 -2.4
O -1.918160 -5.814787 -9.332118 0.4 1.2 -1.6
O 3.617200 10.132351 2.632996 1.0 -0.2 1.8
O -1.970136 -3.546044 -9.674891 0.4 -2.5 -1.6
O -1.593384 7.378883 5.266510 -0.7 -1.1 2.7
O -0.183279 -0.828590 1.964576 -2.0 -1.4 0.6
N -0.588499 -8.694357 -1.736969 3.4 4.6 4.1
N 1.317066 -8.314968 0.262540 -2.8 2.4 -2.3
C 3.924053 -4.956149 -0.408363 1.7 0.1 0.2
C -2.110170 -6.115968 -3.104686 0.0 -0.6 2.3
C -0.638750 -4.381099 -1.264759 1.2 -3.8 0.9
C -1.828232 4.485848 2.116196 0.7 -4.6 0.0
C -0.323075 -7.274273 -1.280233 -0.1 1.7 0.2
C -2.961061 3.605751 2.956972 2.7 -1.3 -1.6
C 0.764005 -6.950854 -0.082945 -0.2 -3.8 -0.9
C -0.613765 3.674258 1.371848 -3.0 -2.3 2.4
C 4.651395 10.050992 3.529605 1.5 1.2 -2.8
C 0.137978 -2.258694 1.976852 0.8 -1.3 0.8
C -1.644301 6.847992 6.373299 2.5 0.1 -2.2
C 4.142489 9.600637 4.898038 -0.5 -0.7 2.4
C -2.880309 6.780765 7.268942 -2.1 0.1 1.6
C 3.958356 10.589812 1.315563 0.2 0.2 -0.8
C -2.186690 -5.602611 -7.937786 -0.2 0.1 0.9
C 1.394214 7.446964 6.328702 -0.2 0.0 0.1
C 0.447515 -4.159680 -0.013216 -0.2 -4.2 -0.9
C -1.684045 1.133289 2.367731 0.3 3.9 -0.5
C -0.243352 -1.729970 -2.963531 0.6 0.7 -0.6
C -2.589723 -1.964306 -0.822441 0.3 0.0 -0.1
C -2.906628 1.950643 3.110091 3.0 2.3 -2.5
C -0.935953 -0.239514 -3.160674 -0.2 0.4 -0.4
C -1.045433 -3.253418 2.512010 -0.6 -0.9 0.7
C 0.743529 -2.630693 0.493150 0.9 -0.6 0.3
C -3.667922 -5.365260 -7.708524 -0.2 0.1 -0.3
C -1.535003 -0.531685 2.449311 -0.8 2.8 0.5
C 1.188579 -5.525771 0.605340 -2.6 2.0 -2.5
C 0.624463 6.146332 6.191644 0.8 0.2 -0.4
C -1.021221 -5.898376 -1.855696 1.2 1.5 1.0
C 3.761730 -4.767232 1.211735 -1.0 1.2 -0.9
C -1.493558 -5.053368 -11.552258 0.4 -0.5 -2.6
C 2.288028 -5.298109 1.798624 -0.6 1.6 -0.6
C -1.829760 -4.687354 -10.107469 -0.6 1.1 3.0
C -0.553189 2.009811 1.513089 -2.4 2.2 1.2
C 4.544042 9.458095 0.491468 0.2 -0.3 0.2
H -2.995320 -7.311713 -4.983459 1.6 0.3 0.1
H -1.702234 -0.777350 3.605613 0.4 0.2 -2.6
H 1.927282 -2.528910 0.576307 -2.5 -0.2 -0.3
H -3.819421 4.246689 3.462606 2.0 -1.7 -1.1
H 1.886857 -4.378396 2.445762 0.7 -2.3 -1.4
H 4.968618 -4.455917 -0.698975 -2.2 -1.1 0.7
H -2.934646 -2.765422 -0.040957 0.8 1.7 -1.3
H 1.048887 -2.387602 2.738098 -2.0 0.3 -1.5
H 4.731687 9.783635 -0.535554 -0.1 0.0 0.1
H 0.830520 8.286377 5.909962 0.1 -0.2 -0.1
H -2.408297 -0.940178 1.767498 2.0 0.5 1.5
H 3.861867 8.601887 0.473931 0.0 0.2 -0.1
H 3.119199 -4.390389 -1.055994 1.4 -1.4 1.6
H -2.705961 -7.112369 -2.831723 1.5 2.1 -0.5
H 0.350806 1.504917 0.926181 -2.3 0.9 1.6
H 4.637199 11.449078 1.364531 0.0 -0.3 0.2
H 1.222644 5.323560 6.595874 -0.4 0.1 0.2
H 0.396787 -1.787536 -0.241412 0.4 -2.0 1.2
H -1.578596 -4.779923 -7.544123 -0.1 -0.1 -0.3
H 0.774899 -1.712811 -2.386972 -1.9 0.3 -1.0
H 0.016477 -2.100718 -4.068159 -0.8 0.4 2.6
H -0.460142 0.574957 -2.464509 -0.9 -1.7 -1.3
H -1.851610 5.660559 2.038760 -0.2 -2.7 0.3
H -1.876856 -6.511616 -7.412537 0.1 0.1 -0.4
H 4.027977 -6.097867 -0.658421 -0.5 2.3 0.3
H -3.886014 -5.281557 -6.640165 0.1 0.0 -0.1
H -3.556830 -1.600078 -1.391870 2.1 -0.5 1.3
H 5.486974 9.103884 0.919401 -0.1 0.2 -0.1
H -4.002752 -4.447850 -8.202445 0.1 -0.1 0.2
H -3.751573 1.376414 3.705232 2.0 1.4 -1.4
H -2.904227 -5.259155 -3.174735 1.9 -1.3 -0.1
H 2.355695 7.384414 5.811398 -0.8 -0.4 0.6
H -0.713286 -4.400231 2.509719 -0.4 2.7 -0.2
H 3.031016 10.938551 0.850161 0.0 -0.1 0.4
H -2.046517 -3.217472 1.898058 2.1 0.1 1.0
H 0.415521 5.907546 5.142412 -0.2 0.1 0.2
H 1.572639 7.679124 7.383704 0.0 -0.2 -0.1
H -1.930655 -1.099974 -0.387985 -1.7 -1.5 -0.5
H 3.831059 -3.593098 1.416358 -0.1 -2.7 -0.2
H -0.810294 0.116366 -4.287584 -0.1 -0.8 2.5
H -4.258631 -6.185809 -8.128675 0.1 0.0 0.1
H -1.361731 -3.044488 3.644241 0.9 -0.2 -2.5
H 0.243245 4.220828 0.745644 -2.2 -1.3 1.6
H -2.106278 -0.247515 -2.967304 2.5 -0.1 -0.3

=====

# 2
91
Properties=species:S:1:pos:R:3:forces:R:3 method="wB97M-V/def2-TZVPD" charge=+2 gap_ev="6.827 / 6.952" spin_multiplicity=3 e_above_lowest_kj_mol=299.4 lumo_ev="-5.80 / -5.54" max_force_ev_per_a=2.584
Ge -0.713796 -0.868306 1.479133 -0.2 -0.6 0.6
V 0.921915 0.109193 -0.260907 -1.9 1.6 0.7
S -0.025425 2.615884 -1.435373 0.3 -0.1 -0.1
N -2.397804 4.154303 -4.354999 0.0 0.1 0.2
N -0.877898 0.073263 -1.704446 0.3 0.0 0.0
N 0.469939 2.091589 1.164801 0.4 -0.1 -0.2
N 1.758537 0.044862 -2.078549 0.9 -0.1 -1.0
N 4.136379 -4.203317 0.730519 -0.1 0.0 -0.1
N 2.859670 0.728939 0.334034 0.7 0.4 -0.4
N 1.509799 -1.914593 -0.271277 0.4 -0.8 -0.2
N 2.434901 -4.501071 -0.785255 -0.1 0.0 -0.1
N -3.592621 4.983789 -2.670334 0.2 -0.2 0.3
C -0.867470 -5.640535 1.699983 0.0 0.0 0.0
C -1.419939 -3.575947 0.599247 0.0 -0.1 0.1
C -2.922375 1.091778 1.657513 -0.1 -0.1 0.0
C 0.139021 -0.237330 3.145656 0.1 0.0 0.2
C 2.844057 2.208120 0.551576 -0.1 -0.3 0.1
C 1.465153 -0.586889 3.435854 -0.1 0.1 0.1
C -3.629034 -1.186390 1.474009 0.0 0.2 0.0
C 1.728890 -0.162134 -4.438909 0.0 0.0 -0.2
C 3.099405 0.177948 -2.092283 -0.2 -0.1 0.2
C -4.244841 1.508241 1.747806 0.1 0.0 0.0
C 1.431045 0.694515 5.470497 0.0 0.0 0.0
C 2.106143 -0.139625 4.586286 -0.1 0.0 -0.1
C -2.600156 4.149806 -3.025004 -0.5 0.3 -0.4
C -3.105340 4.960117 -5.351751 0.1 -0.1 0.1
C -0.426095 -0.210929 -3.089161 0.1 0.1 0.1
C -5.267722 0.570984 1.687264 0.0 0.0 0.0
C 1.363259 -4.001465 -1.384657 0.1 -0.2 0.0
C -0.526187 0.584576 4.059711 0.1 0.0 0.0
C 1.078181 -0.104902 -3.225346 -0.1 0.0 0.4
C -0.784791 -2.828521 1.600134 0.0 -0.2 -0.1
C 0.894265 -2.727019 -1.148137 0.0 0.2 0.0
C 3.802653 0.335705 -0.752468 -0.3 0.1 -0.1
C 1.821406 2.494934 1.628505 -0.2 0.0 0.0
C -2.581028 -0.259764 1.513993 -0.2 0.1 0.0
C -0.151867 3.098704 0.291196 0.1 -0.1 0.0
C 3.807849 0.118764 -3.272625 0.1 0.1 -0.1
C 2.559945 -2.421937 0.363657 -0.1 0.2 0.2
C -1.470966 -4.963713 0.646981 0.0 0.1 0.0
C -0.187206 -3.529516 2.650961 -0.1 -0.1 -0.1
C -0.227868 -4.922116 2.700774 0.0 0.1 0.0
C 0.115314 1.051531 5.206742 0.0 0.0 -0.1
C 3.036239 -3.720002 0.108809 0.1 -0.1 0.1
C -4.956705 -0.774020 1.555822 0.1 0.0 0.0
C -1.401065 1.453249 -1.564416 0.2 -0.2 0.0
C 3.111221 -0.059503 -4.459748 0.0 0.0 0.0
H 1.856951 3.551356 1.898530 -0.1 0.1 0.0
H -0.747641 -1.207891 -3.387602 0.0 -0.1 0.0
H 4.272968 -0.612626 -0.503520 0.0 -0.1 0.1
H -4.477071 2.558684 1.878538 0.0 0.0 0.0
H 1.160943 -0.282329 -5.353622 0.1 0.0 0.0
H -1.986416 -5.517416 -0.129452 0.0 0.0 0.0
H -2.857828 4.594411 -6.343851 0.0 0.0 0.0
H -0.097944 1.918156 1.987887 0.0 0.0 0.0
H 0.294065 -2.992784 3.460158 0.0 0.0 0.0
H 0.229035 -5.444617 3.532964 0.0 0.0 0.0
H 3.646436 -0.109963 -5.399246 0.0 0.0 0.0
H -0.906704 -6.722200 1.744862 0.0 0.1 0.0
H 3.031954 -1.821479 1.128843 0.1 0.0 -0.1
H -4.094468 5.597317 -3.295752 0.0 0.0 0.0
H -3.417195 -2.244249 1.407476 0.0 0.0 0.0
H 0.336035 4.070048 0.373659 0.0 0.0 0.1
H 3.831442 2.573136 0.833596 0.1 0.0 0.1
H -1.905757 -3.069815 -0.232707 0.0 0.0 0.0
H 1.995482 -1.264039 2.774080 0.0 0.0 0.0
H -6.300907 0.887699 1.760091 0.0 0.0 0.0
H -5.749268 -1.512051 1.528560 0.0 0.0 0.0
H 0.847885 -4.646639 -2.087303 0.0 0.0 0.0
H -1.203528 3.229470 0.523477 0.0 0.0 0.1
H 2.570422 2.682951 -0.389495 0.0 0.0 -0.1
H -0.422390 1.683194 5.903863 0.0 0.0 0.0
H -2.002766 1.512339 -0.662097 -0.1 0.0 0.0
H 4.886593 0.211444 -3.264016 0.0 0.0 0.0
H -4.183729 4.863484 -5.224601 0.0 0.0 0.0
H 2.044548 1.913814 2.524790 0.0 0.0 0.0
H 1.921373 1.045458 6.370056 0.0 0.0 0.0
H 4.386371 -5.162925 0.558263 0.0 0.0 0.0
H -0.894614 0.483903 -3.788210 -0.1 0.0 -0.1
H 4.557212 -3.735106 1.511354 0.0 0.0 0.0
H 3.155693 0.321398 1.217384 0.1 -0.1 0.0
H -1.594693 3.653052 -4.683642 0.0 -0.1 0.0
H -0.000310 -2.366014 -1.629942 0.1 0.0 0.0
H 4.600713 1.068970 -0.858500 0.1 0.1 0.1
H -3.841477 5.056838 -1.702107 0.0 0.0 0.0
H -1.565981 0.848557 3.896094 0.0 0.0 0.0
H -2.150316 1.847042 1.738761 0.0 0.0 0.0
H -2.009298 1.780968 -2.408616 0.0 0.0 0.0
H -2.834098 6.016434 -5.294485 0.0 0.0 0.0
H 3.121670 -0.450667 4.804308 0.0 0.0 0.0
H -1.620412 -0.568587 -1.444622 -0.1 0.0 0.0